DFT (ωB97M-V/def2-TZVPD) results for a 8-piece molecular cluster, C31H49Br2F3O9 overall at a distorted geometry.

```
94
Properties=species:S:1:pos:R:3:forces:R:3:mulliken_charge:R:1
O 2.62225 -2.56215 -0.17303 2.140 -2.218 0.842 -0.552
C 3.49516 -3.44555 -0.09061 -0.808 0.518 -0.921 -0.059
C 4.03395 -4.06612 -1.43738 2.433 -1.662 1.352 -0.307
C 5.16779 -4.90800 -1.36036 -2.566 1.706 0.726 -0.427
C 5.90592 -5.18213 0.02742 1.018 -0.177 -1.004 0.288
O 7.05484 -5.64490 -0.04079 -2.723 0.881 0.751 -0.561
C 5.17808 -4.81769 1.40110 -1.078 1.114 -0.802 0.386
C 5.79861 -5.37707 2.75753 0.181 -0.627 -0.993 -0.036
C 4.71299 -5.92936 3.78946 0.188 -0.214 0.454 -0.935
C 4.60079 -5.11100 5.14170 -0.583 -1.052 0.096 0.506
F 3.59004 -5.77698 5.92542 1.377 0.917 -1.536 -0.314
Br 3.99238 -3.24353 4.93424 -0.029 -0.996 -0.248 -0.011
C 5.94451 -5.10463 6.03738 0.257 1.249 0.688 0.463
F 6.39965 -3.73747 6.14657 0.031 -3.572 -0.472 -0.201
F 6.97368 -5.95124 5.54634 -2.315 2.075 1.001 -0.231
Br 5.43782 -5.61645 7.90963 1.003 0.219 -1.128 -0.090
C 4.04761 -4.00027 1.30028 1.042 -0.825 -0.652 -0.017
H 3.53806 -3.85205 -2.43667 0.553 -0.119 1.683 0.488
H 5.53282 -5.37701 -2.31881 0.005 0.483 1.486 0.377
H 6.43337 -6.28002 2.44569 -0.818 1.365 0.389 0.334
H 6.55116 -4.64915 3.22676 -1.288 -0.760 -0.728 0.062
H 5.01673 -6.99692 4.07873 -0.418 1.557 -0.197 0.317
H 3.66327 -6.02624 3.35700 1.418 0.430 0.499 0.441
H 3.45712 -3.69419 2.21214 0.784 -0.216 -1.199 0.128
C 0.46929 -0.80497 4.57354 0.206 -0.339 0.157 -1.044
C 1.61300 -0.09888 3.89395 0.560 -0.026 -0.067 0.805
C 1.30077 1.17485 3.15770 0.407 -0.159 0.000 -0.952
O 2.74506 -0.54287 3.93923 -0.327 0.008 0.075 -0.531
H 0.84059 -1.70718 5.06392 -0.024 0.094 -0.056 0.186
H 0.02627 -0.15292 5.32897 -0.155 0.016 -0.149 0.349
H -0.28186 -1.09168 3.83480 -0.102 0.167 0.088 0.321
H 0.89460 1.91474 3.85009 -0.222 -0.035 -0.154 0.338
H 0.58738 0.97634 2.35711 -0.112 0.177 0.162 0.218
H 2.21706 1.57263 2.71853 -0.114 -0.060 0.039 0.293
C 10.91710 -2.00302 4.65128 -0.049 0.274 -0.278 -1.198
C 9.72328 -2.87826 4.37418 -0.431 0.134 -0.455 0.842
C 9.52859 -4.08446 5.25315 -0.229 -0.084 -0.194 -0.617
O 8.94678 -2.62118 3.47570 0.271 -0.131 0.336 -0.536
H 10.93004 -1.17369 3.94187 -0.026 -0.107 0.071 0.326
H 10.85381 -1.59738 5.66310 0.155 -0.142 0.035 0.310
H 11.83662 -2.57994 4.53262 0.001 0.015 0.214 0.312
H 9.40267 -3.77415 6.29257 0.175 -0.080 0.018 0.331
H 10.38752 -4.75267 5.15979 0.040 0.064 0.192 0.408
H 8.63137 -4.61481 4.93905 0.223 0.105 0.005 -0.181
C -0.13990 2.53100 -1.05725 0.322 -0.194 0.192 -1.086
C -0.74935 3.17993 0.15773 0.051 -0.010 0.591 0.741
C -1.96050 4.04736 -0.05507 0.143 -0.005 0.371 -0.937
O -0.27951 3.00860 1.26682 -0.148 0.068 -0.459 -0.513
H 0.72427 1.93624 -0.75524 -0.096 0.066 -0.025 0.298
H -0.86965 1.87202 -1.53215 -0.004 0.157 -0.146 0.321
H 0.19112 3.29731 -1.76118 -0.172 -0.068 -0.106 0.318
H -2.77092 3.45525 -0.48555 0.044 0.135 -0.203 0.329
H -1.71092 4.88042 -0.71396 -0.219 -0.106 -0.114 0.236
H -2.29148 4.44810 0.90452 0.049 -0.037 -0.116 0.299
C -3.17363 6.05069 -3.85973 0.289 -0.211 0.183 -0.991
C -3.78341 6.70024 -2.64565 0.131 0.031 0.561 0.790
C -4.99402 7.56696 -2.86051 -0.062 0.033 0.401 -0.855
O -3.31507 6.53020 -1.53572 -0.135 0.053 -0.431 -0.537
H -2.30953 5.45605 -3.55667 -0.087 0.077 -0.010 0.223
H -3.90339 5.39175 -4.33450 -0.019 0.188 -0.158 0.300
H -2.84229 6.81630 -4.56401 -0.182 -0.079 -0.113 0.332
H -5.80361 6.97417 -3.29165 0.059 0.153 -0.250 0.076
H -4.74271 8.39934 -3.52089 -0.140 -0.134 -0.166 0.347
H -5.32608 7.96877 -1.90138 0.089 -0.057 -0.083 0.306
C 0.21611 -4.79473 -4.70264 0.080 0.358 0.162 -1.102
C 1.61480 -5.34613 -4.62889 0.403 0.310 0.213 0.811
C 1.83840 -6.74108 -5.14860 0.389 -0.013 0.075 -1.098
O 2.52826 -4.69034 -4.16743 -0.327 -0.272 -0.242 -0.541
H 0.20413 -3.78295 -4.29362 0.029 -0.122 -0.037 0.288
H -0.11376 -4.75600 -5.74278 -0.119 -0.170 0.063 0.337
H -0.46064 -5.41825 -4.11487 -0.062 -0.061 -0.195 0.327
H 1.58046 -6.78869 -6.20852 -0.169 -0.108 0.080 0.337
H 1.23348 -7.45075 -4.58060 -0.114 0.000 -0.182 0.332
H 2.89072 -7.00619 -5.03216 -0.119 0.052 -0.004 0.279
C -9.23231 5.55946 -4.51116 0.315 -0.034 -0.197 -0.918
C -8.57131 6.66509 -5.28847 0.531 -0.134 -0.017 0.824
C -9.46772 7.65649 -5.98226 0.293 0.254 -0.157 -1.180
O -7.35992 6.75550 -5.35428 -0.366 0.025 0.023 -0.559
H -8.46700 4.92317 -4.06570 -0.105 0.127 -0.020 0.177
H -9.84318 5.98098 -3.71368 -0.096 -0.087 -0.178 0.314
H -9.84792 4.95245 -5.17944 -0.154 0.113 0.049 0.392
H -10.09066 8.17146 -5.24814 -0.150 -0.131 -0.085 0.325
H -10.09376 7.14262 -6.71452 -0.150 0.038 0.150 0.337
H -8.85563 8.39575 -6.50223 -0.052 -0.095 0.066 0.311
C -8.95595 2.95697 -1.06151 0.277 0.163 -0.220 -1.119
C -9.88778 4.13852 -1.11052 0.120 0.499 -0.241 0.850
C -11.19618 4.02017 -0.37509 -0.140 0.337 -0.109 -1.127
O -9.59480 5.14859 -1.72038 -0.118 -0.460 0.573 -0.544
H -8.05434 3.18316 -1.63363 -0.105 -0.003 0.070 0.268
H -8.67182 2.75022 -0.02779 -0.126 -0.167 -0.034 0.372
H -9.44032 2.08299 -1.50191 -0.011 -0.062 0.210 0.317
H -11.01127 3.86057 0.68910 -0.066 -0.197 -0.053 0.342
H -11.77981 3.19326 -0.78496 0.054 -0.095 0.193 0.328
H -11.76444 4.94398 -0.49694 0.087 -0.098 0.004 0.295
```
Forces are in eV/Å.

- Structure (SMILES): O=C1C=CC(=O)C(CC[C@](F)(Br)C(F)(F)Br)=C1.CC(C)=O.CC(C)=O.CC(C)=O.CC(C)=O.CC(C)=O.CC(C)=O.CC(C)=O

***

DFT (ωB97M-V/def2-TZVPD) results for an isolated molecule of C3H7BrClNO at a distorted geometry.

```
14
Properties=species:S:1:pos:R:3:forces:R:3:nbo_charge:R:1
C 0.79160 -0.83129 1.10680 0.385 1.063 1.557 -0.648
C 0.02383 0.29518 0.48531 -0.463 -0.099 -2.889 -0.086
C 0.19892 0.20545 -1.10030 -3.230 -1.342 0.431 -0.086
O 1.35888 0.86407 -1.52707 -0.097 0.036 0.739 -0.725
N -1.44946 0.04885 0.95272 1.046 1.415 0.068 -0.485
Cl -2.23350 -1.31116 0.12536 0.336 1.124 0.071 0.113
Br -2.43884 1.74419 0.82780 0.418 -1.259 -0.314 0.163
H 0.67416 -0.64254 2.23724 0.998 -0.589 -1.498 0.225
H 1.87163 -0.76571 0.66377 -1.974 -0.739 1.153 0.244
H 0.14463 -1.70778 0.90615 1.275 -0.090 -0.139 0.228
H 0.40416 1.33336 0.63012 -0.843 -0.708 0.942 0.242
H 0.15612 -0.90145 -1.37061 0.501 1.226 0.133 0.162
H -0.83075 0.58723 -1.48060 1.873 0.036 0.013 0.171
H 1.32862 1.08160 -2.45668 -0.222 -0.074 -0.269 0.485
```
Forces are in eV/Å.

- Structure (SMILES): C[C@@H](CO)N(Cl)Br

***

DFT (ωB97M-V/def2-TZVPD) results for an isolated molecule of C29H35N3O3.

```
70
Properties=species:S:1:pos:R:3:forces:R:3:nbo_charge:R:1
C 3.63363 1.11126 2.06023 0.049 0.194 -0.151 -0.642
C 3.70996 2.42901 1.28304 0.161 -0.116 0.153 -0.204
N 2.51074 2.88770 0.61583 -0.068 -0.012 -0.081 -0.442
C 1.39088 3.22510 1.45624 -0.040 0.415 -0.096 -0.229
C 0.41216 2.09843 1.77718 -0.308 0.403 0.556 -0.188
C -0.64605 2.44340 2.54606 0.646 -0.114 -0.476 -0.029
C -1.85545 1.77845 2.96728 -0.469 -0.270 0.269 -0.162
C -2.86200 2.57950 3.53000 0.199 -0.135 -0.073 -0.141
C -4.06269 2.05962 3.94555 -0.130 -0.005 0.146 -0.304
C -4.33678 0.68780 3.83804 0.251 0.164 -0.196 0.284
N -5.57462 0.19714 4.21120 -0.265 -0.056 -0.100 -0.448
C -6.21735 0.65801 5.42601 0.036 -0.122 0.431 -0.239
C -5.85071 -0.27386 6.59177 -0.059 0.386 -0.044 -0.084
O -6.21166 -1.60903 6.31983 -0.113 -0.066 0.035 -0.525
C -5.58752 -2.07507 5.14210 -0.010 -0.017 -0.362 -0.086
C -5.95159 -1.17698 3.95289 0.118 -0.310 0.213 -0.246
C -3.33326 -0.11513 3.28089 -0.281 -0.067 0.102 -0.312
C -2.13160 0.41188 2.86419 0.125 0.087 -0.063 -0.144
C 0.69866 0.79083 1.17221 -0.178 -0.551 0.161 0.528
O 0.41166 -0.27900 1.69548 0.051 0.245 -0.065 -0.581
C 1.38860 0.82847 -0.13872 0.173 -0.531 -0.565 -0.146
C 1.39007 -0.30952 -0.85932 -0.242 0.323 0.696 -0.106
C 1.95485 -0.57208 -2.16335 0.223 -0.122 -0.414 -0.152
C 2.09005 0.38619 -3.17171 -0.075 -0.173 0.086 -0.107
C 2.63149 0.06521 -4.39578 -0.017 0.026 -0.153 -0.285
C 3.07417 -1.23242 -4.68808 -0.041 0.116 0.340 0.180
N 3.68068 -1.50163 -5.90257 0.268 -0.010 -0.144 -0.426
C 4.29860 -2.78407 -6.16935 -0.190 -0.324 -0.093 -0.245
C 3.29406 -3.75425 -6.80419 0.270 -0.009 0.230 -0.086
O 2.76732 -3.20817 -7.99460 0.062 -0.043 -0.108 -0.524
C 2.15520 -1.96118 -7.75480 0.015 0.390 0.031 -0.084
C 3.14063 -0.95872 -7.13395 -0.334 -0.141 -0.279 -0.238
C 2.92951 -2.19520 -3.68003 0.099 -0.118 -0.235 -0.240
C 2.37337 -1.87209 -2.46329 -0.072 0.314 0.141 -0.157
C 2.07248 2.11262 -0.52321 -0.025 0.200 -0.131 -0.260
H 2.85424 1.15015 2.81799 -0.053 -0.055 0.122 0.209
H 3.42817 0.27584 1.39562 -0.002 -0.112 0.023 0.214
H 4.58509 0.93034 2.55575 0.084 -0.051 0.083 0.213
H 4.00782 3.22855 1.97013 0.079 -0.049 -0.077 0.190
H 4.48573 2.34666 0.51512 0.030 0.065 0.082 0.192
H 0.83305 4.02011 0.93848 0.027 -0.030 0.143 0.196
H 1.77012 3.64959 2.39012 -0.022 0.010 -0.044 0.209
H -0.63491 3.48643 2.85955 0.028 0.073 -0.050 0.183
H -2.69954 3.64510 3.62086 0.032 0.089 0.004 0.203
H -4.81138 2.73171 4.33728 -0.060 0.034 0.004 0.208
H -7.30177 0.63559 5.27223 0.052 0.069 0.063 0.198
H -5.91397 1.67367 5.66868 -0.066 -0.013 -0.020 0.213
H -4.76613 -0.20766 6.77540 -0.088 0.011 0.010 0.166
H -6.38895 0.00709 7.49851 0.075 0.049 -0.022 0.195
H -5.94666 -3.09425 4.99089 0.080 0.028 -0.041 0.195
H -4.49536 -2.08790 5.27904 -0.075 -0.031 -0.018 0.167
H -5.49235 -1.53281 3.03253 -0.047 -0.004 -0.007 0.216
H -7.04039 -1.19514 3.82526 0.084 -0.067 -0.031 0.202
H -3.47223 -1.18127 3.19114 -0.027 -0.077 0.018 0.208
H -1.37881 -0.25349 2.47640 -0.011 0.017 0.042 0.256
H 0.92618 -1.16643 -0.38046 -0.015 0.022 0.071 0.228
H 1.73203 1.39034 -3.01181 -0.005 0.121 0.028 0.204
H 2.72973 0.84657 -5.13394 0.030 0.045 -0.057 0.210
H 4.72944 -3.19816 -5.25953 0.038 0.003 -0.029 0.214
H 5.10984 -2.60859 -6.88552 -0.022 -0.079 0.076 0.204
H 3.77606 -4.69138 -7.08709 -0.025 0.015 0.091 0.196
H 2.47653 -3.96200 -6.09651 0.069 -0.017 -0.047 0.165
H 1.79884 -1.60731 -8.72349 -0.040 0.036 0.076 0.196
H 1.29736 -2.08829 -7.07459 0.050 0.026 -0.072 0.165
H 2.62949 -0.01568 -6.95620 0.060 0.002 -0.038 0.213
H 3.97056 -0.78976 -7.82849 -0.088 0.059 0.006 0.200
H 3.23109 -3.21750 -3.84752 0.016 -0.060 -0.047 0.203
H 2.26568 -2.64306 -1.71342 -0.035 -0.075 0.069 0.212
H 1.37934 2.75046 -1.09020 0.107 -0.041 -0.103 0.201
H 2.93854 1.90025 -1.15527 -0.088 0.032 -0.066 0.219
```
Forces are in eV/Å.

- Structure (SMILES): CCN1C/C(=C/c2ccc(N3CCOCC3)cc2)C(=O)/C(=C/c2ccc(N3CCOCC3)cc2)C1

***

DFT (ωB97M-V/def2-TZVPD) results for a 2-piece molecular cluster, C3H4O2 overall at a distorted geometry.

```
9
Properties=species:S:1:pos:R:3:forces:R:3:nbo_charge:R:1
C 1.82255 0.14206 -0.36502 -2.772 -1.203 3.567 -0.145
C 1.11856 -0.16705 0.73700 2.528 1.736 -1.254 0.022
C -1.31516 0.00216 0.47866 0.931 -2.458 0.928 0.265
O 1.11755 -1.11019 -0.64103 1.282 -1.412 -0.412 -0.593
O -1.33399 -0.37042 -0.66529 -0.541 -0.618 -1.483 -0.603
H 2.67876 0.50148 -0.84915 0.554 0.354 -0.872 0.231
H -1.29877 1.04350 0.62514 -0.320 1.558 1.148 0.147
H -1.16047 -0.80199 1.28169 -0.778 1.523 -0.400 0.159
H 0.15491 -1.05791 -0.73773 -0.884 0.521 -1.222 0.517
```
Forces are in eV/Å.

***

| no. | E (Eh) |
| --- | --- |
| 1 | -7335.26598 |
| 2 | -3282.59123 |
| 3 | -1515.97526 |
| 4 | -266.95531 |